# 1
Here is an isolated molecule of C6H11N at a distorted geometry from the Open Molecules 2025 dataset. Energies are from ωB97M-V/def2-TZVPD.

CARTESIAN COORDINATES (ANGSTROEM)
C: 0.87 -0.11 1.79
N: 0.04 -0.92 0.93
C: -0.36 -0.54 -0.35
C: -0.93 0.66 -0.55
C: -1.80 1.44 0.39
C: 1.46 -0.72 -1.98
C: 0.32 -1.21 -1.52
H: 1.49 -0.76 2.40
H: 0.31 0.49 2.51
H: 1.55 0.52 1.20
H: 0.07 -1.89 1.20
H: -0.75 1.10 -1.52
H: -1.96 0.92 1.32
H: -2.74 1.69 -0.11
H: -1.34 2.41 0.61
H: 2.03 -1.20 -2.77
H: 1.90 0.18 -1.59
H: -0.17 -2.07 -1.96

Computed properties:
HOMO	-7.9	eV
HOMO-LUMO gap	9.051	eV
SMILES string	C=C/C(=C/C)NC
E_LUMO	1.16	eV

# 2
Here is a cluster of 2 separate species, C5H8N5 in total at a distorted geometry from the Open Molecules 2025 dataset. Energies are from ωB97M-V/def2-TZVPD.

CARTESIAN COORDINATES (ANGSTROEM)
C: 1.10 1.49 -0.23
C: 1.75 -0.62 0.06
C: -4.02 0.45 -0.32
C: -1.88 0.92 0.72
C: 1.75 -2.08 0.02
N: 2.29 1.55 0.15
N: -2.98 0.78 0.25
N: -0.43 -0.01 -0.87
N: 2.65 0.28 0.37
N: 0.71 0.18 -0.39
H: 0.44 2.27 -0.57
H: -4.57 -0.32 0.28
H: -4.52 0.59 -1.23
H: -1.20 1.56 1.18
H: 1.32 -2.54 0.88
H: 1.18 -2.18 -0.88
H: 2.71 -2.53 0.08
H: 3.68 0.19 0.48

Computed properties:
HOMO (alpha / beta)	-11.9 / -12.1	eV
HOMO-LUMO gap (alpha / beta)	6.481 / 7.321	eV
charge	+1
E_LUMO (alpha / beta)	-5.43 / -4.76	eV

# 3
Here is an isolated molecule of C17H20N2O4 from the Open Molecules 2025 dataset. Energies are from ωB97M-V/def2-TZVPD.

CARTESIAN COORDINATES (ANGSTROEM)
C: 0.61 3.68 4.23
H: 1.57 3.40 4.67
O: 0.07 2.62 3.47
C: -0.17 1.47 4.24
C: -0.73 0.38 3.33
H: -1.55 0.78 2.73
H: -1.10 -0.46 3.93
O: 0.32 -0.06 2.48
C: -0.05 -0.88 1.48
O: -1.19 -1.29 1.36
C: 1.04 -1.24 0.57
C: 2.30 -0.76 0.60
N: 3.21 -1.25 -0.31
C: 3.04 -2.43 -1.03
O: 3.97 -2.94 -1.61
N: 1.80 -2.96 -0.95
H: 1.64 -3.78 -1.52
C: 0.64 -2.20 -0.54
C: 0.06 -1.41 -1.68
C: -1.25 -1.28 -1.89
C: -1.90 -0.50 -2.93
C: -1.21 0.00 -4.04
C: -1.87 0.73 -5.00
C: -3.22 0.99 -4.89
C: -3.92 0.49 -3.80
C: -3.27 -0.25 -2.83
H: -3.81 -0.63 -1.98
H: -4.98 0.68 -3.70
H: -3.74 1.56 -5.65
H: -1.32 1.11 -5.85
H: -0.15 -0.20 -4.15
H: -1.93 -1.78 -1.20
H: 0.79 -0.90 -2.29
H: -0.12 -2.89 -0.15
H: 4.16 -0.90 -0.30
C: 2.83 0.27 1.54
H: 2.15 1.11 1.61
H: 3.81 0.62 1.22
H: 2.92 -0.16 2.54
H: 0.76 1.11 4.71
H: -0.90 1.68 5.04
H: -0.07 3.98 5.03
H: 0.75 4.51 3.54

Computed properties:
HOMO	-8.3	eV
HOMO-LUMO gap	8.927	eV
SMILES string	COCCOC(=O)C1=C(C)NC(=O)N[C@@H]1/C=C/c1ccccc1
E_LUMO	0.61	eV

# 4
Here is a structure of composition C30H35F6N4O5S8Yb at a distorted geometry from the Open Molecules 2025 dataset. Energies are from ωB97M-V/def2-TZVPD.

CARTESIAN COORDINATES (ANGSTROEM)
Yb: -0.05 -0.20 -0.24
C: -1.11 -0.26 3.95
C: -0.06 -1.36 4.00
S: 1.19 -1.37 2.70
C: 2.54 -0.32 3.26
C: 2.30 1.19 3.18
S: 0.97 1.53 2.03
C: 0.89 3.33 2.05
C: -0.18 3.83 1.08
S: -1.51 2.65 0.75
C: -2.19 2.53 2.42
C: -2.98 1.26 2.67
S: -2.05 -0.26 2.40
H: -0.64 0.72 4.07
H: -1.83 -0.41 4.75
H: -0.54 -2.34 3.93
H: 0.46 -1.33 4.96
H: 3.36 -0.60 2.60
H: 2.82 -0.62 4.27
H: 3.21 1.71 2.87
H: 1.99 1.59 4.15
H: 1.86 3.75 1.79
H: 0.67 3.62 3.08
H: 0.26 4.03 0.10
H: -0.62 4.76 1.44
H: -2.84 3.40 2.57
H: -1.37 2.61 3.13
H: -3.87 1.20 2.04
H: -3.35 1.24 3.70
F: -2.70 -4.38 0.55
C: -1.44 -4.62 0.90
F: -1.09 -5.84 0.57
F: -1.29 -4.42 2.20
S: -0.41 -3.42 -0.05
O: -0.81 -2.09 0.51
O: -0.73 -3.60 -1.44
N: 1.05 -3.80 0.40
S: 2.23 -2.84 -0.01
O: 1.67 -1.52 -0.45
O: 3.31 -2.79 0.90
C: 2.94 -3.57 -1.53
F: 3.86 -2.73 -2.00
F: 2.01 -3.76 -2.45
F: 3.50 -4.72 -1.19
N: -1.31 -1.56 -4.38
C: -0.23 -2.05 -5.14
C: -0.47 -2.77 -6.30
C: 0.61 -3.29 -7.00
C: 1.91 -3.09 -6.54
C: 2.14 -2.37 -5.39
C: 1.05 -1.84 -4.69
S: 1.39 -0.72 -3.38
N: -0.11 -0.82 -2.50
C: -1.22 -1.10 -3.14
C: -2.50 -0.83 -2.42
C: -3.72 -1.31 -2.85
C: -4.87 -0.94 -2.17
C: -4.75 -0.10 -1.08
C: -3.48 0.30 -0.69
N: -2.37 -0.07 -1.33
H: -2.23 -1.67 -4.78
H: -1.48 -2.94 -6.65
H: 0.44 -3.85 -7.90
H: 2.75 -3.50 -7.09
H: 3.15 -2.19 -5.04
H: -3.80 -1.98 -3.70
H: -5.84 -1.31 -2.48
H: -5.61 0.23 -0.52
H: -3.35 0.95 0.15
C: 7.15 1.51 1.91
C: 5.85 1.66 1.17
C: 5.32 0.59 0.44
C: 4.12 0.71 -0.23
C: 3.40 1.90 -0.17
C: 3.93 2.98 0.53
C: 5.14 2.85 1.19
S: 1.84 2.10 -1.01
C: 2.41 2.83 -2.56
O: 1.37 0.61 -4.01
H: 7.84 0.86 1.37
H: 6.99 1.06 2.89
H: 7.63 2.48 2.06
H: 5.87 -0.34 0.38
H: 3.74 -0.11 -0.82
H: 3.40 3.93 0.54
H: 5.55 3.71 1.72
H: 3.07 2.16 -3.08
H: 2.90 3.76 -2.30
H: 1.54 3.03 -3.18

Computed properties:
multiplicity	2
HOMO (alpha / beta)	-13.6 / -13.6	eV
HOMO-LUMO gap (alpha / beta)	7.751 / 7.508	eV
charge	+2
E_LUMO (alpha / beta)	-5.86 / -6.10	eV

# 5
Here is a cluster of 2 separate species, C2H3Cl2O2S in total at a distorted geometry from the Open Molecules 2025 dataset. Energies are from ωB97M-V/def2-TZVPD.

CARTESIAN COORDINATES (ANGSTROEM)
C: 1.43 -0.30 0.86
C: -0.42 -0.27 -0.64
O: -1.32 1.82 0.74
O: -2.44 0.77 -1.22
S: -1.91 0.66 0.14
Cl: 2.88 -0.15 -0.01
Cl: -0.79 -1.84 -1.10
H: 1.33 0.44 1.55
H: 1.04 -1.27 1.12
H: 0.19 0.14 -1.45

Computed properties:
HOMO	-3.5	eV
HOMO-LUMO gap	6.868	eV
charge	-1
E_LUMO	3.42	eV

# 6
Here is a structure of composition C40H29BrF4FeN2O2P at a distorted geometry from the Open Molecules 2025 dataset. Energies are from ωB97M-V/def2-TZVPD.

CARTESIAN COORDINATES (ANGSTROEM)
Fe: 0.42 0.38 1.23
O: -1.78 0.31 1.48
C: -2.35 1.21 2.39
C: -3.56 1.77 2.05
C: -4.18 2.65 2.93
C: -3.59 2.95 4.14
C: -2.37 2.37 4.47
C: -1.73 1.50 3.60
C: -0.39 0.99 3.99
N: 0.34 0.26 3.25
C: 1.69 -0.06 3.73
C: 2.67 0.64 2.79
N: 2.31 0.09 1.48
C: 2.97 -0.96 1.13
C: 2.43 -2.11 0.43
C: 3.29 -3.07 -0.09
C: 2.82 -4.21 -0.69
C: 1.43 -4.40 -0.77
C: 0.55 -3.49 -0.23
C: 1.02 -2.32 0.42
O: 0.20 -1.53 1.03
H: -4.00 1.51 1.09
H: -5.12 3.10 2.66
H: -4.06 3.63 4.83
H: -1.88 2.61 5.41
H: -0.04 1.27 4.98
H: 1.84 0.23 4.78
H: 1.83 -1.14 3.64
H: 2.51 1.72 2.82
H: 3.70 0.43 3.09
H: 4.02 -1.02 1.45
H: 4.36 -2.90 -0.02
H: 3.50 -4.95 -1.11
H: 1.04 -5.28 -1.27
H: -0.52 -3.65 -0.27
F: 2.66 5.70 -3.85
C: 2.23 4.60 -3.19
C: 1.45 3.69 -3.89
F: 1.16 3.91 -5.19
C: 1.00 2.55 -3.25
F: 0.33 1.68 -4.05
C: 1.27 2.34 -1.90
P: 0.68 0.71 -1.15
C: -1.01 0.60 -1.87
C: -1.83 1.65 -1.47
C: -3.17 1.70 -1.85
C: -3.71 0.69 -2.64
C: -2.90 -0.36 -3.04
C: -1.57 -0.42 -2.64
C: 1.94 -0.27 -2.13
C: 3.24 0.21 -1.97
C: 4.31 -0.39 -2.60
C: 4.11 -1.48 -3.44
C: 2.83 -1.97 -3.61
C: 1.76 -1.38 -2.95
C: 2.09 3.22 -1.20
Br: 0.33 2.77 1.46
C: 2.54 4.31 -1.88
F: 3.39 5.22 -1.28
H: -1.41 2.45 -0.86
H: -3.78 2.53 -1.54
H: -4.75 0.73 -2.95
H: -3.31 -1.16 -3.66
H: -0.98 -1.27 -2.94
H: 3.40 1.10 -1.36
H: 5.31 0.02 -2.46
H: 4.95 -1.96 -3.94
H: 2.66 -2.82 -4.25
H: 0.78 -1.80 -3.11
C: -3.79 -3.35 1.40
C: -3.53 -2.64 0.23
C: -2.87 -1.43 0.27
C: -2.45 -0.94 1.49
C: -2.69 -1.62 2.67
C: -3.36 -2.84 2.61
H: -4.31 -4.30 1.36
H: -3.86 -3.03 -0.73
H: -2.66 -0.86 -0.63
H: -2.34 -1.23 3.61
H: -3.54 -3.38 3.53

Computed properties:
HOMO	-3.4	eV
HOMO-LUMO gap	5.597	eV
charge	-1
E_LUMO	2.16	eV